(1)
# C46H48LuN3OP

A molecular structure, C46H48LuN3OP at a distorted geometry (ωB97M-V/def2-TZVPD, the OMol25 dataset).

The geometry in XYZ format:
```
100
Properties=species:S:1:pos:R:3:lowdin_charge:R:1
Lu -0.41846 0.79761 -0.10150 1.6532
N 1.58978 2.66323 3.64065 0.0686
N 0.13476 2.79771 -1.47860 -0.1036
C -3.02551 -0.11359 -0.19151 -0.3265
C -2.91732 0.90757 0.80135 -0.3449
C -2.23664 0.35416 1.92604 -0.3124
C -1.89848 1.06107 3.17424 -0.1599
H -2.46741 1.99083 3.28325 0.0651
H -0.79954 1.42761 3.11489 -0.0198
H -2.01254 0.43599 4.06618 0.0504
C -1.94142 -1.00720 1.63189 -0.2824
C -1.40049 -2.00066 2.58329 -0.0555
H -2.18984 -2.59550 3.07900 0.0885
H -0.81424 -1.51754 3.37409 0.0686
H -0.74290 -2.71274 2.06748 0.0498
C -2.38761 -1.28251 0.30882 -0.3028
C -2.34382 -2.59427 -0.38371 -0.0707
H -1.42733 -3.14737 -0.14205 0.0502
H -2.35189 -2.45683 -1.47430 0.0598
H -3.20194 -3.24071 -0.12822 0.0806
C -3.60136 2.21938 0.75483 -0.0609
H -4.64935 2.14487 1.09409 0.0800
H -3.62851 2.61606 -0.26936 0.0538
H -3.08453 2.94983 1.38981 0.0684
C -3.87940 -0.03401 -1.40170 -0.0516
H -3.84802 -0.96305 -1.98403 0.0659
H -3.55396 0.77568 -2.07001 0.0585
H -4.93727 0.14624 -1.14280 0.0840
C 2.89453 2.50340 3.91944 -0.2357
H 3.17517 2.17213 4.91227 0.0658
C 3.96317 2.74790 3.02809 -0.1556
H 5.00973 2.78345 3.35326 0.0675
C 3.63919 2.98417 1.67046 -0.1594
H 4.38532 3.23807 0.91910 0.0748
C 2.30738 2.84652 1.24161 -0.0744
H 1.92289 2.86112 0.18485 0.0618
C 1.29443 2.56310 2.30717 -0.4615
C -0.10146 2.35407 2.15491 -0.2120
H -0.36884 3.30781 1.56158 0.0243
C -0.47841 1.97322 -2.24591 -0.3742
C 0.01270 4.13034 -1.89153 -0.0953
H 0.43411 4.97557 -1.32412 0.1035
C -0.69116 4.02247 -3.07619 -0.1004
H -0.88327 4.81887 -3.80693 0.1084
N -0.97874 2.67581 -3.31704 -0.0378
C -2.00885 2.05943 -3.99887 -0.1552
C -3.25076 2.71344 -4.13545 -0.1903
C -4.15829 2.03466 -4.96006 -0.0129
H -5.07900 2.52871 -5.24113 0.1108
C -3.85264 0.74805 -5.41645 -0.2883
C -4.83417 0.07333 -6.32259 -0.0769
H -4.67853 -1.01652 -6.30685 0.0737
H -4.71778 0.43168 -7.36169 0.0802
H -5.85852 0.31008 -5.99183 0.0766
C -2.67166 0.07585 -5.08033 -0.0087
H -2.43934 -0.90914 -5.45171 0.1132
C -1.74375 0.70573 -4.26249 -0.1973
C -0.51826 0.01694 -3.76483 -0.0888
H 0.22250 0.71693 -3.30322 0.0479
H -0.00003 -0.47997 -4.58644 0.0743
H -0.72711 -0.76278 -3.01554 0.0725
C -3.56778 3.98384 -3.41206 -0.0411
H -2.92860 4.81132 -3.73483 0.0587
H -3.47055 3.90431 -2.31448 0.0883
H -4.60226 4.26729 -3.62388 0.0766
O 1.04067 -0.52270 0.74564 -0.4921
P 2.09815 -1.57150 1.27660 0.9208
C 2.04244 -1.80352 3.07531 -0.2587
C 2.66318 -0.82852 3.88316 -0.0603
C 2.46396 -0.78956 5.26456 -0.0546
C 1.75979 -1.81621 5.90266 -0.0692
C 1.24265 -2.86205 5.13495 -0.0799
C 1.39638 -2.86727 3.74328 -0.1141
C 1.79951 -3.12613 0.40906 -0.2571
C 2.03717 -4.37727 1.01003 -0.0868
C 1.69176 -5.56313 0.35228 -0.0780
C 1.18415 -5.52614 -0.94902 -0.0802
C 1.00242 -4.28958 -1.58087 -0.0785
C 1.34157 -3.10475 -0.92419 -0.0743
C 3.81843 -1.08015 0.96979 -0.2661
C 4.10600 -0.16659 -0.05361 -0.0686
C 5.41569 0.26665 -0.27464 -0.0762
C 6.47016 -0.21638 0.50914 -0.0788
C 6.21358 -1.20886 1.46135 -0.0811
C 4.90017 -1.63601 1.69198 -0.0773
H 3.31683 -0.08989 3.41621 0.0974
H 2.86091 0.04368 5.84760 0.1011
H 1.62322 -1.80136 6.98652 0.1050
H 0.69554 -3.67509 5.61935 0.1055
H 0.98489 -3.70903 3.18600 0.0874
H 2.47972 -4.43990 2.00474 0.0970
H 1.81400 -6.51970 0.86480 0.1041
H 0.93290 -6.45131 -1.47201 0.1034
H 0.58770 -4.25048 -2.59176 0.1096
H 1.24359 -2.15178 -1.45411 0.1033
H 3.29172 0.22477 -0.66773 0.1064
H 5.61319 0.99221 -1.06624 0.1079
H 7.48345 0.16897 0.36830 0.1034
H 7.04028 -1.64406 2.02865 0.1026
H 4.72814 -2.40046 2.45383 0.1096
```

As for the orbital gap (spin up / spin down): 0.1035 / 0.0961 Eh. The calculation puts the LUMO energy (spin up / spin down) at 1.91 / 1.89 eV. The HOMO energy (spin up / spin down) comes out at -0.903 / -0.727 eV. The energy relative to the best compared isomer or geometry (same formula, charge and spin) comes out at 0.000 eV. As for the charge: -1.


(2)
# C33H72IN3O15P

A molecular structure, C33H72IN3O15P (ωB97M-V/def2-TZVPD, the OMol25 dataset).

The geometry in XYZ format:
```
125
Properties=species:S:1:pos:R:3:lowdin_charge:R:1
C 10.86328 -6.61888 1.81647 0.0264
C 9.41568 -6.28048 1.92542 -0.5414
O 8.93702 -5.46983 2.65581 0.1255
O 8.64476 -7.02881 1.08788 -0.0200
C 7.58942 -6.30828 0.43832 -0.1843
C 6.77003 -7.29021 -0.36681 -0.1598
C 5.79744 -6.58305 -1.32179 -0.1730
C 4.39142 -6.34334 -0.72061 -0.1783
C 4.32031 -4.92417 -0.16465 -0.1515
C 3.00594 -4.50717 0.46105 -0.1029
C 1.94051 -5.39780 0.55544 0.1031
C 0.73888 -5.03581 1.18858 -0.2127
C -0.44330 -5.93527 1.35367 -0.1012
C -0.77268 -6.81494 0.13814 -0.2471
N -1.99609 -6.38414 -0.54806 0.0220
N 0.60368 -3.82481 1.71284 0.0566
N 1.59629 -2.97711 1.60451 -0.4677
I 1.05341 -1.16870 2.47875 1.1657
C 2.78905 -3.21871 1.01158 -0.1842
P 4.11558 -1.92415 0.94451 0.4096
O 5.27019 -2.43088 0.21646 -0.2155
O 4.33033 -1.46557 2.43818 -0.1262
O 3.42116 -0.63122 0.36038 -0.1451
H 11.44130 -5.90317 2.38967 0.0903
H 11.04324 -7.61878 2.20835 0.0965
H 11.16949 -6.60930 0.77398 0.0915
H 8.02031 -5.53645 -0.20251 0.1395
H 6.99631 -5.81056 1.20662 0.1143
H 6.22377 -7.95408 0.30245 0.1170
H 7.46021 -7.90411 -0.94454 0.1215
H 6.22200 -5.60459 -1.56145 0.1095
H 5.72105 -7.11050 -2.26825 0.1124
H 3.66588 -6.49141 -1.51547 0.0894
H 4.24767 -7.09368 0.05683 0.1174
H 5.09197 -4.80656 0.59398 0.1158
H 4.54733 -4.21832 -0.96058 0.1228
H 2.03785 -6.39104 0.14644 0.1231
H -0.31936 -6.51352 2.26900 0.1340
H -1.29498 -5.27884 1.52370 0.1155
H 0.04865 -6.83746 -0.57908 0.0776
H -0.89655 -7.84337 0.47329 0.1166
H -2.70988 -7.09474 -0.47085 0.0759
H -2.38618 -5.54626 -0.13889 0.0575
H 4.31987 -2.19332 3.07286 0.1048
H 3.22792 -0.72479 -0.58315 0.1128
C 1.61919 -6.83974 -3.51737 -0.1130
O 1.65733 -8.10520 -2.88615 -0.2027
C 0.42615 -8.81895 -2.97630 -0.2038
C 0.45920 -9.85919 -4.07118 -0.2036
O 0.55463 -9.26314 -5.35081 -0.1854
C 1.85223 -9.31408 -5.91594 -0.1050
H 2.64612 -6.47930 -3.58188 0.0823
H 1.20448 -6.89747 -4.52555 0.0911
H 1.02793 -6.12756 -2.92527 0.0731
H -0.40285 -8.12505 -3.14251 0.1260
H 0.26237 -9.31733 -2.01607 0.1217
H -0.47370 -10.42998 -4.03779 0.1297
H 1.28793 -10.55482 -3.90628 0.1295
H 2.10294 -10.33217 -6.22992 0.0920
H 2.61255 -8.96011 -5.21454 0.0818
H 1.84709 -8.66983 -6.79289 0.0914
C -3.66111 3.77262 1.01999 -0.0940
O -2.64814 4.50656 1.68691 -0.2187
C -2.45131 4.11681 3.03503 -0.1960
C -1.21968 3.25666 3.19019 -0.1938
O -1.36115 2.00322 2.52836 -0.2081
C -0.71581 1.95157 1.27325 -0.1489
H -3.59082 4.01734 -0.03840 0.0918
H -3.52872 2.69554 1.15055 0.0823
H -4.65275 4.06095 1.38142 0.0959
H -3.33148 3.59189 3.41741 0.1307
H -2.31778 5.02624 3.62916 0.1313
H -1.05474 3.05303 4.25180 0.1268
H -0.34555 3.79032 2.80501 0.1290
H 0.37523 1.90506 1.39881 0.0681
H -0.95706 2.80790 0.64051 0.0899
H -1.05108 1.04164 0.77450 0.0705
C -2.50679 10.76249 0.12630 -0.1029
O -1.72391 9.61351 -0.14189 -0.1863
C -1.82073 8.61493 0.85827 -0.2045
C -2.74461 7.48793 0.46035 -0.2026
O -4.09283 7.92657 0.35526 -0.1888
C -4.51552 8.16076 -0.97324 -0.1130
H -2.51781 11.37196 -0.77496 0.0934
H -3.53452 10.49970 0.38937 0.0793
H -2.06399 11.34739 0.93971 0.0823
H -2.15880 9.05177 1.80400 0.1261
H -0.81548 8.20853 1.01277 0.1253
H -2.71609 6.70717 1.22249 0.1034
H -2.41221 7.04874 -0.48662 0.1295
H -4.64313 7.21734 -1.51735 0.0853
H -3.80789 8.79148 -1.51681 0.0845
H -5.47815 8.66711 -0.92406 0.0889
C -2.49114 -1.30733 -4.56581 -0.1031
O -2.33932 -0.75465 -3.26858 -0.1935
C -3.36562 -1.12319 -2.36549 -0.2041
C -2.90507 -2.20284 -1.41372 -0.2031
O -2.63987 -3.42880 -2.07841 -0.1872
C -1.27178 -3.65063 -2.33307 -0.1270
H -1.56681 -1.11624 -5.10722 0.0899
H -2.66924 -2.38472 -4.52631 0.0851
H -3.31663 -0.82742 -5.09993 0.0925
H -4.25666 -1.45683 -2.90514 0.1307
H -3.63445 -0.23482 -1.78565 0.1257
H -3.69198 -2.39113 -0.67683 0.1275
H -2.01123 -1.86002 -0.87898 0.1178
H -0.74054 -3.88500 -1.39662 0.0664
H -0.80238 -2.78127 -2.80172 0.0854
H -1.19008 -4.50751 -2.99842 0.0868
C -6.22802 15.12802 4.35940 -0.1096
O -6.44140 13.72887 4.34236 -0.1894
C -6.69234 13.20406 3.05080 -0.2077
C -5.47038 12.53353 2.46692 -0.2113
O -4.42848 13.46035 2.20547 -0.1916
C -3.41281 13.44086 3.18991 -0.1127
H -5.86396 15.38640 5.35193 0.0891
H -5.48716 15.43136 3.61557 0.0838
H -7.16249 15.66877 4.17539 0.0890
H -7.04041 13.99251 2.37615 0.1273
H -7.49094 12.46162 3.14479 0.1258
H -5.74373 12.06926 1.51373 0.1223
H -5.12158 11.74348 3.13939 0.1267
H -2.80783 12.53042 3.10294 0.0767
H -3.82654 13.49802 4.19940 0.0852
H -2.76856 14.30215 3.02156 0.0910
```

As for the orbital gap: 0.1993 Eh. The calculation puts the LUMO energy at -4.66 eV. The HOMO energy comes out at -10.082 eV. As for the charge: +1.


(3)
# C35H33BrN5O2Sr

A molecular structure, C35H33BrN5O2Sr at a distorted geometry (ωB97M-V/def2-TZVPD, the OMol25 dataset).

The geometry in XYZ format:
```
77
Properties=species:S:1:pos:R:3:lowdin_charge:R:1
Sr 0.47550 0.81337 -0.11310 1.3712
C 0.33974 -0.78163 3.59620 -0.1115
N 0.65707 0.51759 3.02430 -0.2130
C 2.03221 0.92399 3.39186 -0.2082
C 2.77489 1.71418 2.31408 -0.1548
C 3.55812 0.82968 1.30876 -0.2100
N 3.00881 0.87456 -0.03707 -0.0736
C 3.75887 1.11045 -1.03341 -0.1032
C 3.38905 1.21553 -2.46303 -0.1255
C 4.47149 1.48840 -3.30998 -0.0868
C 4.33081 1.65146 -4.67384 -0.1343
C 3.04614 1.54261 -5.21232 -0.1186
C 1.95334 1.27518 -4.42141 -0.0331
C 2.06639 1.09112 -3.01742 -0.3895
O 1.02978 0.83428 -2.30740 -0.2913
C -0.28177 1.56051 3.46698 -0.2123
C -1.77682 1.26024 3.33084 -0.1704
C -2.27919 0.88082 1.93622 -0.2317
N -1.63191 1.73490 0.95799 -0.0943
C -2.19394 2.77467 0.49231 -0.1119
C -1.53935 3.76324 -0.38423 -0.1428
C -2.38846 4.65124 -1.05798 -0.0874
C -1.91106 5.62545 -1.90717 -0.1304
C -0.52176 5.72117 -2.07523 -0.1100
C 0.34960 4.89306 -1.41071 -0.0221
C -0.11159 3.88312 -0.52157 -0.3983
O 0.71599 3.14415 0.13180 -0.2652
H 0.33021 -0.75552 4.70073 0.0918
H 1.06539 -1.51541 3.25221 0.0729
H -0.63262 -1.12710 3.24692 0.0681
H 2.59216 0.01318 3.61721 0.1095
H 1.99348 1.49573 4.33172 0.1109
H 3.47933 2.40487 2.78335 0.1070
H 2.04976 2.35211 1.80179 0.0754
H 3.50196 -0.21086 1.64311 0.1116
H 4.62109 1.10671 1.29667 0.1043
H 4.83236 1.27396 -0.85208 0.1124
H 5.45460 1.57611 -2.85643 0.0957
H 5.18839 1.86177 -5.29878 0.0814
H 2.89653 1.67470 -6.27962 0.0917
H 0.95862 1.19708 -4.84232 0.1036
H -0.03894 2.47020 2.91181 0.1153
H -0.09693 1.77960 4.53435 0.1139
H -2.29033 2.16898 3.66038 0.1119
H -2.07056 0.47431 4.03275 0.1029
H -3.37303 0.96661 1.87974 0.1153
H -2.00540 -0.15494 1.72942 0.0745
H -3.24181 2.98958 0.75790 0.1241
H -3.45925 4.54880 -0.90218 0.0984
H -2.58394 6.29305 -2.42790 0.0824
H -0.11630 6.46962 -2.74860 0.0937
H 1.42065 4.96991 -1.54915 0.1095
N -0.69764 -9.75784 -0.22975 0.1243
C -0.49586 -8.62897 -0.13315 -0.2000
C -0.24239 -7.20865 -0.01193 -0.2561
C 0.14684 -6.47010 -1.12768 -0.0413
C 0.38755 -5.11522 -1.00989 -0.0255
C 0.24821 -4.45546 0.22173 -0.2715
C -0.14263 -5.22413 1.33185 -0.0382
C -0.38732 -6.57961 1.22225 -0.0463
C 0.46636 -3.05337 0.35005 -0.2331
C 0.56602 -1.82650 0.40475 -0.1089
H 0.25795 -6.95901 -2.08657 0.1131
H 0.68608 -4.53561 -1.87307 0.1173
H -0.24575 -4.72536 2.28675 0.1087
H -0.68801 -7.15101 2.09047 0.1113
Br -6.71001 -2.78506 -1.00149 0.7316
C -4.97851 -2.03898 -0.93202 -0.7032
C -4.04192 -2.53979 -0.04851 -0.1010
C -2.78614 -1.94744 -0.03973 -0.1416
N -2.44125 -0.93298 -0.83129 0.0835
C -3.36437 -0.47692 -1.67606 -0.1244
C -4.64931 -0.98976 -1.77122 -0.1149
H -4.26599 -3.36676 0.61020 0.1016
H -1.99726 -2.30869 0.61373 0.0810
H -3.05859 0.34626 -2.31400 0.1166
H -5.36338 -0.58543 -2.47386 0.0978
```

As for the orbital gap: 0.2517 Eh. The calculation puts the LUMO energy at 2.15 eV. The HOMO energy comes out at -4.700 eV. The energy relative to the best compared isomer or geometry (same formula, charge and spin) comes out at 0.440 eV. As for the charge: -1.


(4)
# H16O8

8 unconnected molecules or ions with the total composition H16O8 at a distorted geometry (ωB97M-V/def2-TZVPD, the OMol25 dataset).

The geometry in XYZ format:
```
24
Properties=species:S:1:pos:R:3:nbo_charge:R:1
O -2.05531 -2.75231 0.71310 -0.9759
H -2.98395 -2.52262 0.74632 0.4858
H -1.77386 -2.48786 -0.16273 0.4963
O 2.10079 -0.54865 -0.78815 -0.9621
H 1.80631 -1.39570 -0.45345 0.4980
H 2.85713 -0.32594 -0.24540 0.4606
O -0.54415 4.01727 1.41796 -0.9398
H -1.03971 4.75140 1.05505 0.4676
H -0.30400 3.48985 0.65613 0.4713
O 0.65562 -2.36427 0.88806 -0.9780
H 0.86125 -2.23857 1.81442 0.4683
H -0.29606 -2.46419 0.86489 0.5006
O -1.15329 0.31451 -0.97115 -0.9726
H -0.49374 -0.01753 -0.36208 0.5069
H -1.08068 1.26685 -0.90776 0.4804
O 0.76728 0.67485 1.38788 -0.9572
H 0.61447 1.12867 2.21669 0.4845
H 1.53862 0.13181 1.55028 0.4763
O -1.58386 -2.10262 -2.02755 -0.9875
H -1.59704 -1.16171 -1.85222 0.4996
H -1.24762 -2.17561 -2.92077 0.4818
O 1.90498 2.49056 -0.68590 -0.9576
H 1.56918 2.59216 -1.57649 0.4635
H 1.47775 1.69961 -0.35711 0.4893
```

As for the orbital gap: 0.4180 Eh. The calculation puts the LUMO energy at 0.17 eV. The HOMO energy comes out at -11.204 eV. The energy relative to the best compared isomer or geometry (same formula, charge and spin) comes out at 1.836 eV. The SMILES is O.O.O.O.O.O.O.O.